A cluster of 11 separate species, C44H121N11O11 in total at a distorted geometry, computed with ωB97M-V/def2-TZVPD.

```
187
Properties=species:S:1:pos:R:3:forces:R:3
C 16.8373 6.0371 3.6602 -0.943 -0.867 -0.377
O 17.2762 5.0223 2.7986 0.683 -0.944 0.179
C 18.4081 5.4237 2.0844 -0.620 0.493 -1.434
C 17.9472 6.2171 0.8528 0.189 -0.592 -2.909
C 17.3435 5.2209 -0.2441 -0.927 -0.622 0.764
N 19.0816 6.8543 0.1349 0.081 0.101 1.028
H 16.5065 6.8560 3.0215 -0.112 0.513 0.597
H 17.5825 6.3217 4.4030 0.131 0.166 -0.031
H 15.9957 5.5325 4.1348 -0.182 0.679 0.373
H 19.0762 5.9784 2.7432 0.384 0.047 -0.246
H 18.8627 4.5600 1.5990 0.417 -0.367 0.739
H 17.2231 7.0032 1.0672 -0.010 -0.142 0.229
H 18.0491 4.5464 -0.7292 0.904 0.304 0.343
H 16.8244 5.6428 -1.1047 0.077 0.858 0.228
H 16.6240 4.4851 0.1150 -0.295 0.181 0.651
H 19.5969 6.0912 -0.2801 0.417 -0.012 -0.063
H 18.7211 7.3684 -0.6562 -0.119 0.172 -0.033
C 19.4175 -0.4732 2.5809 0.762 -0.708 1.005
O 20.3277 -1.5558 2.6685 0.856 -0.985 -0.756
C 21.7081 -1.2229 2.9330 -0.472 -1.429 -0.226
C 22.5387 -2.5220 2.6827 0.615 1.798 -1.369
C 24.0818 -2.2523 2.9677 -1.569 -1.227 -0.339
N 22.3010 -2.8833 1.2490 0.994 0.269 0.928
H 19.5428 -0.1409 3.6114 -1.067 1.510 -0.180
H 18.4192 -0.8587 2.3739 0.087 -0.190 0.318
H 19.6340 0.2272 1.7742 0.437 0.337 0.211
H 21.9974 -0.4061 2.2717 0.371 -0.089 -0.199
H 21.9073 -0.9112 3.9583 -0.396 0.211 0.246
H 22.2723 -3.3814 3.2979 -0.448 0.402 0.577
H 24.6069 -1.6388 2.2357 -0.361 0.218 0.070
H 24.4931 -3.2602 2.9115 0.485 0.006 -0.064
H 24.2338 -1.9245 3.9960 -0.086 0.239 -0.093
H 21.3069 -2.9038 1.0717 -0.124 -0.105 0.133
H 22.6796 -3.8121 1.1298 -0.128 -0.180 -0.375
C 31.1627 0.9429 1.6839 -1.377 -0.137 -0.236
O 29.8676 1.2305 1.1606 -0.901 0.717 0.293
C 29.2665 2.4492 1.6054 -2.087 0.581 0.843
C 28.1343 2.8897 0.5715 1.940 -1.379 1.241
C 26.9169 1.8664 0.4146 1.677 1.476 -0.499
N 28.8822 2.8461 -0.6198 0.447 -0.643 -3.896
H 31.8000 1.8024 1.4760 0.392 -0.204 0.348
H 31.4530 0.0426 1.1424 0.436 0.183 0.046
H 31.0144 0.6856 2.7326 0.639 0.234 0.261
H 28.6802 2.4912 2.5234 0.337 -1.477 0.987
H 30.0150 3.2088 1.8311 0.282 0.285 -0.831
H 27.8540 3.9326 0.7196 -0.380 -0.159 0.609
H 26.5384 1.4306 1.3392 -0.211 0.412 -0.105
H 27.2806 1.0838 -0.2513 0.024 -0.279 0.278
H 26.1988 2.4142 -0.1957 -0.536 -0.195 0.498
H 29.8436 3.1533 -0.5819 -0.064 1.384 0.586
H 29.1620 1.8814 -0.7253 -0.679 -0.605 -0.516
C 23.9590 1.3129 -5.2340 -2.273 1.130 -0.256
O 23.8687 2.7124 -4.7784 1.524 -1.600 0.468
C 24.4873 2.8689 -3.4690 -0.526 1.801 -1.226
C 24.0761 4.2674 -2.8386 1.822 -1.073 -0.945
C 24.8084 5.4355 -3.5688 -1.397 -0.419 -1.531
N 24.6731 4.2170 -1.5138 -1.068 -0.141 0.489
H 23.3949 1.2716 -6.1658 0.176 0.420 -0.296
H 23.2755 0.7536 -4.5952 0.569 -0.451 0.508
H 24.8872 0.7871 -5.4583 0.535 0.678 0.707
H 24.3236 1.9747 -2.8676 -0.383 0.282 0.366
H 25.5604 3.0371 -3.5609 0.430 -0.627 -0.366
H 22.9924 4.3746 -2.8860 0.040 0.176 0.389
H 25.8971 5.4858 -3.5489 0.059 -0.672 0.500
H 24.4658 6.4260 -3.2693 -0.268 -0.093 0.254
H 24.5482 5.3173 -4.6207 0.027 0.357 -0.327
H 25.6433 4.0405 -1.7322 0.454 0.148 0.461
H 24.6017 5.1790 -1.2144 0.346 0.087 0.870
C 30.2806 -4.3916 1.3050 0.806 0.464 -0.588
O 29.3389 -3.8700 2.2142 -0.177 -1.048 -1.005
C 29.4253 -2.4946 2.4285 0.237 0.672 1.416
C 28.0313 -1.8714 2.4096 0.309 0.505 -1.121
C 27.4186 -1.7963 1.0121 -0.218 -1.824 0.012
N 28.0946 -0.4786 2.8313 0.495 -0.044 0.940
H 30.0803 -5.3930 0.9239 -0.442 -0.153 0.827
H 31.2883 -4.3406 1.7173 0.163 -0.345 0.318
H 30.3754 -3.8261 0.3780 -0.422 0.589 -0.114
H 29.8081 -2.3435 3.4379 -0.116 -0.013 0.550
H 30.2183 -1.9830 1.8830 -0.320 -0.020 -1.054
H 27.4973 -2.5107 3.1126 -0.568 0.240 -0.125
H 26.5087 -1.1967 0.9851 0.030 0.000 0.089
H 27.1509 -2.8113 0.7188 -0.099 -0.055 -0.475
H 28.1290 -1.4005 0.2864 0.076 0.114 0.061
H 27.1921 -0.0836 2.6085 -0.257 0.131 0.364
H 28.6695 -0.0749 2.1057 0.420 0.621 0.034
C 21.0043 -0.5891 6.5792 1.562 1.750 -0.387
O 20.5499 0.7846 6.5764 -0.084 -0.400 -0.958
C 21.1698 1.6976 5.6164 -0.561 0.477 3.180
C 20.7698 3.1478 6.1884 -2.456 -1.260 -1.328
C 19.3411 3.6124 5.8610 -0.729 -0.345 0.081
N 21.6666 4.1374 5.7168 1.004 0.510 -0.060
H 20.8348 -0.9705 7.5862 -0.405 -0.318 -0.445
H 22.0813 -0.5391 6.4192 0.634 -0.009 0.542
H 20.7821 -1.2084 5.7102 -1.360 -0.090 0.239
H 22.2514 1.6491 5.7423 0.374 -0.252 -0.108
H 20.9440 1.4193 4.5870 -0.459 0.512 -0.005
H 20.7252 3.2805 7.2694 0.522 -1.664 0.452
H 18.5637 2.8775 6.0705 0.245 -0.364 0.164
H 19.1088 3.9553 4.8527 0.551 0.049 -0.255
H 19.1204 4.4238 6.5545 -0.075 0.334 -0.109
H 21.3304 4.9840 6.1532 -0.035 0.512 -0.566
H 22.4859 3.9652 6.2818 0.890 0.266 -0.304
C 26.3418 -3.1440 5.4093 -0.888 -0.812 1.952
O 25.7052 -3.1725 6.6954 -0.034 0.207 0.825
C 25.2010 -4.3997 7.1456 -1.576 -0.639 0.244
C 23.6537 -4.6193 6.7362 0.483 -0.179 0.562
C 22.7729 -5.2768 7.8525 0.930 0.679 -0.223
N 23.4097 -5.4330 5.5339 0.546 -0.107 0.161
H 25.6895 -3.7545 4.7849 0.370 0.589 -0.873
H 27.3052 -3.6402 5.5263 0.327 0.229 -0.435
H 26.3941 -2.0659 5.2577 0.259 -0.338 -0.925
H 25.8454 -5.2470 6.9114 0.017 -0.250 -0.892
H 25.2490 -4.4681 8.2324 -0.103 0.804 0.278
H 23.2850 -3.6080 6.5645 -0.045 0.067 -0.128
H 22.6330 -4.6128 8.7055 0.059 0.141 -0.045
H 23.2732 -6.1616 8.2462 -0.089 -0.254 -0.103
H 21.7901 -5.5338 7.4573 0.163 -0.051 -0.073
H 24.0542 -5.2100 4.7890 0.034 0.587 -0.292
H 23.7561 -6.3469 5.7885 -0.308 -0.627 0.048
C 25.0150 3.4331 7.7048 0.371 -0.996 -1.978
O 23.9456 4.3012 7.5347 -0.545 0.525 0.533
C 24.1684 5.4762 8.2594 -0.984 1.443 0.353
C 22.9564 6.0154 9.0305 -1.820 0.387 0.483
C 21.7518 6.6808 8.2569 2.146 0.281 -0.821
N 23.4616 6.9051 10.0935 0.063 -0.387 0.017
H 24.9325 2.8398 8.6155 0.344 0.059 0.024
H 25.9763 3.9057 7.5029 0.235 0.383 0.917
H 24.9730 2.8360 6.7938 -0.173 -0.972 0.341
H 24.9516 5.3493 9.0068 0.050 -0.027 -0.105
H 24.4326 6.2692 7.5597 0.534 0.159 -0.167
H 22.3965 5.2109 9.5075 0.726 -0.524 0.445
H 21.0672 7.1590 8.9575 -0.226 -0.487 -0.150
H 21.3299 6.0219 7.4980 -0.543 -0.154 0.736
H 22.1592 7.4659 7.6200 0.103 0.485 0.057
H 22.8300 6.9420 10.8808 -0.063 -0.068 -0.027
H 23.6144 7.8599 9.8018 -0.017 0.025 -0.328
C 25.2814 0.8616 4.4911 0.615 0.014 0.281
O 24.3044 1.2796 3.5628 0.636 -1.832 1.425
C 24.0846 2.6347 3.5523 -0.510 0.828 -1.266
C 22.8360 2.7831 2.7102 0.400 -0.056 -2.255
C 23.0416 2.4716 1.1860 0.578 0.442 0.594
N 22.3168 4.1231 2.8652 -1.521 -0.758 0.096
H 26.1033 1.5711 4.5867 0.281 0.118 -0.627
H 25.6790 -0.1130 4.2079 -0.088 0.132 -0.161
H 24.9831 0.7872 5.5369 -0.909 -0.122 0.101
H 23.9391 3.1888 4.4797 -0.114 -0.611 0.751
H 24.9515 3.1107 3.0942 0.160 0.404 -0.367
H 22.0738 2.0648 3.0120 0.255 -0.338 0.489
H 22.2308 2.8520 0.5647 -0.692 -0.526 0.306
H 23.2345 1.4073 1.0513 -0.216 0.014 -0.222
H 23.8397 3.0278 0.6944 0.593 0.010 0.499
H 21.9523 4.0808 3.8062 0.354 0.933 1.058
H 21.4209 4.0246 2.4093 -0.355 0.716 -0.883
C 28.5216 2.1181 5.8038 1.213 -1.191 0.085
O 28.1052 1.6116 7.0652 -0.241 0.200 0.431
C 29.1491 1.0053 7.8860 -0.665 0.483 -0.529
C 28.4845 0.6105 9.2679 0.809 -0.191 -1.235
C 27.3307 -0.3529 9.0719 0.706 -1.635 -0.067
N 27.9568 1.8526 9.7768 1.128 0.735 -0.206
H 29.4511 2.6762 5.9169 -0.079 0.528 0.004
H 27.7774 2.6658 5.2257 -0.270 0.246 0.820
H 28.7820 1.2739 5.1655 0.036 -0.289 -0.236
H 29.6253 0.2362 7.2779 -0.304 -0.771 0.360
H 29.9561 1.7231 8.0328 -0.089 0.433 0.336
H 29.3064 0.2240 9.8707 -0.108 -0.235 0.205
H 26.3705 0.0956 9.3267 0.060 -0.061 -0.432
H 27.4642 -1.2278 9.7082 -0.143 -0.042 0.274
H 27.3786 -0.7780 8.0694 -0.602 0.172 -0.136
H 27.1896 1.7075 10.4175 -0.115 -0.010 -0.219
H 27.6559 2.1186 8.8501 -1.363 1.677 0.479
C 25.7978 9.6631 3.5204 -0.124 1.130 0.888
O 26.1762 8.3559 3.5733 -0.249 -2.941 -0.624
C 25.6920 7.4865 2.5401 -0.096 1.304 -0.262
C 24.2423 6.9702 2.6671 1.509 1.399 2.892
C 24.0852 6.6755 4.1638 -0.524 -0.315 0.260
N 24.1952 5.8502 1.8586 -0.126 -1.316 -2.196
H 25.8685 9.9256 4.5760 0.554 1.005 -0.102
H 24.7598 9.9231 3.3129 -0.324 -0.551 -0.643
H 26.4721 10.1863 2.8424 -0.086 0.632 0.140
H 25.8231 7.9965 1.5858 0.071 -0.014 -0.334
H 26.3191 6.5950 2.5362 0.242 0.147 0.258
H 23.4663 7.7115 2.4759 0.125 0.185 -0.733
H 23.0619 6.3794 4.3946 -0.144 0.231 0.076
H 24.4039 7.5468 4.7359 -0.241 -0.128 0.233
H 24.6806 5.8126 4.4621 0.387 -0.023 -0.001
H 23.4719 5.2170 2.1683 -0.542 -0.092 -0.128
H 25.0512 5.3188 1.9295 0.214 -0.033 -0.051
```
Positions in Å, forces in eV/Å.

Values from the calculation:
Kohn-Sham gap in eV: 8.69
Charge: 0
Structure (SMILES): COC[C@H](C)N.COC[C@H](C)N.COC[C@H](C)N.COC[C@H](C)N.COC[C@H](C)N.COC[C@H](C)N.COC[C@H](C)N.COC[C@H](C)N.COC[C@H](C)N.COC[C@H](C)N.COC[C@H](C)N
DFT total energy in Ha: -3178.47898
Spin multiplicity: 1
LUMO in eV: 0.5